{
  "formula": "C4H8N2",
  "method": "ωB97M-V with the def2-TZVPD basis set",
  "homo_ev": [-7.78, -7.63],
  "e_tot_ha": -266.533046,
  "de_lowest_kcal_mol": 118.6,
  "homo_lumo_gap_ha": [0.2850, 0.2703],
  "elements": ["N", "N", "C", "C", "C", "C", "H", "H", "H", "H", "H", "H", "H", "H"],
  "xyz": [[-1.4317, -1.0511, -0.2020], [1.7872, -0.1563, 0.2960], [-1.5734, 1.3532, -0.1208], [-1.2535, 0.1787, 0.4079], [2.3646, 0.6090, 1.0491], [1.9152, -0.6049, -0.8882], [-2.1787, 1.4267, -1.0023], [2.1153, 0.6862, 2.1021], [1.1870, -1.2368, -1.3763], [-1.2254, 2.2698, 0.3105], [-2.1973, -1.0770, -0.8561], [-1.3950, -1.8557, 0.4083], [-0.8843, 0.1197, 1.4283], [2.7702, -0.6615, -1.5565]]
}


{
  "formula": "C4H8N2",
  "method": "ωB97M-V with the def2-TZVPD basis set",
  "homo_ev": -6.47,
  "e_tot_ha": -266.538844,
  "de_lowest_kcal_mol": 114.9,
  "homo_lumo_gap_ha": 0.2695,
  "elements": ["N", "N", "C", "C", "C", "C", "H", "H", "H", "H", "H", "H", "H", "H"],
  "xyz": [[0.4192, 0.6808, 1.1330], [-0.0356, -0.4651, -1.3184], [0.4919, -1.2839, -0.2420], [0.8992, -0.5783, 0.9818], [-1.0647, 0.4492, -0.7382], [-0.4255, 1.1799, 0.2104], [0.6930, 0.2922, -1.7315], [0.7576, 1.1489, 1.9244], [-1.9575, -0.1451, -0.4471], [-0.2670, -1.8594, 0.0560], [1.7554, -0.8516, 1.7080], [1.0819, -1.8634, -0.9540], [-1.0168, 2.0335, 0.9693], [-1.3312, 1.2623, -1.5516]]
}


{
  "formula": "C4H8N2",
  "method": "ωB97M-V with the def2-TZVPD basis set",
  "homo_ev": -8.86,
  "e_tot_ha": -266.635407,
  "de_lowest_kcal_mol": 54.3,
  "homo_lumo_gap_ha": 0.3644,
  "smiles": "C=NN=C(C)C",
  "elements": ["N", "N", "C", "C", "C", "C", "H", "H", "H", "H", "H", "H", "H", "H"],
  "xyz": [[0.6788, -0.4179, -0.3139], [1.7992, 0.4075, -0.2741], [-1.6095, -1.0933, -0.0812], [2.7735, -0.2980, 0.0502], [-0.5238, -0.0512, -0.1783], [-0.9102, 1.4201, -0.0386], [-2.0436, -0.9980, 0.9709], [-0.9399, 1.6808, 1.0513], [-1.0993, -2.1171, 0.0495], [-0.2118, 2.0800, -0.6173], [3.8482, 0.1120, 0.2910], [-1.8989, 1.7588, -0.2556], [2.6004, -1.3346, 0.1645], [-2.4632, -1.1491, -0.8182]]
}


{
  "formula": "C4H8N2",
  "method": "ωB97M-V with the def2-TZVPD basis set",
  "homo_ev": -8.38,
  "e_tot_ha": -266.606685,
  "de_lowest_kcal_mol": 72.4,
  "homo_lumo_gap_ha": 0.3376,
  "smiles": "C=CN/C=N\\C",
  "elements": ["N", "N", "C", "C", "C", "C", "H", "H", "H", "H", "H", "H", "H", "H"],
  "xyz": [[1.3760, 0.7367, -0.9878], [-0.1156, -0.4631, 0.4788], [0.4167, -0.0824, -0.7869], [-2.3850, -0.7372, -0.3385], [-1.3212, -0.9920, 0.5365], [1.9820, 1.3824, 0.2072], [-3.3419, -1.2617, -0.3287], [-1.3030, -1.9816, 1.3098], [1.3300, 2.3943, 0.5057], [3.1139, 1.6183, -0.3258], [2.1736, 0.6313, 1.1463], [-0.1550, -0.6561, -1.5340], [0.5011, -0.5891, 1.2962], [-2.2713, 0.0003, -1.1790]]
}


{
  "formula": "C4H8N2",
  "method": "ωB97M-V with the def2-TZVPD basis set",
  "homo_ev": -8.37,
  "e_tot_ha": -266.616038,
  "de_lowest_kcal_mol": 66.5,
  "homo_lumo_gap_ha": 0.3482,
  "elements": ["N", "N", "C", "C", "C", "C", "H", "H", "H", "H", "H", "H", "H", "H"],
  "xyz": [[-1.3082, 0.4618, 1.4044], [1.6292, -1.0330, 0.1255], [-2.1814, 0.1656, 0.5354], [0.6665, -1.0923, -0.9255], [1.5699, 0.4499, -0.0327], [0.5955, 0.2206, -1.1643], [0.1262, 0.8582, -1.8999], [-2.7666, 0.8899, -0.0431], [-2.3768, -0.8855, 0.3179], [2.5355, 0.8710, -0.3267], [1.2919, -1.3484, 1.0341], [0.2380, -1.9916, -1.3578], [-1.2138, 1.4773, 1.4736], [1.1943, 0.9565, 0.8590]]
}


{
  "formula": "C4H8N2",
  "method": "ωB97M-V with the def2-TZVPD basis set",
  "homo_ev": -6.59,
  "e_tot_ha": -266.561866,
  "de_lowest_kcal_mol": 100.5,
  "homo_lumo_gap_ha": 0.2717,
  "elements": ["N", "N", "C", "C", "C", "C", "H", "H", "H", "H", "H", "H", "H", "H"],
  "xyz": [[-0.2022, 1.3011, -0.1534], [0.0990, -1.2579, -0.2205], [-1.2916, 0.6246, -0.2122], [1.1089, 0.9830, 0.1529], [-1.2085, -0.7652, 0.2323], [1.2787, -0.6294, 0.0148], [-2.1520, 1.2072, 0.0381], [1.9629, 1.5500, -0.1599], [0.1178, -1.5454, -1.2542], [2.1465, -0.7830, -0.5366], [1.5902, -0.9174, 1.0636], [-1.2715, -0.8391, 1.3922], [-0.2534, 2.4721, -0.0202], [-1.9248, -1.4008, -0.3368]]
}